No. 1
A molecular structure, CHBrOS2 in a non-equilibrium geometry. Source: the OMol25 dataset; level of theory: wB97M-V/def2-TZVPD.

```
6
CHBrOS2, DFT wB97M-V/def2-TZVPD
C -0.0136 -0.3610 -0.3403
O 0.4325 0.9874 -1.0603
S 0.2558 -1.5690 -1.3376
S -0.7200 -0.0553 1.1041
Br 0.6429 2.3053 0.1481
H -0.5976 -1.3074 1.4860
```

Results
largest force on an atom: 5.4 eV Å⁻¹
HOMO: -0.342 Ha
charge: 0

These are the Mulliken partial charges, in e, on atoms 1 to 5: 0.542, -0.322, -0.243, -0.168, 0.025


No. 2
CH4N2 in the gas phase in a non-equilibrium geometry. Source: the OMol25 dataset; level of theory: wB97M-V/def2-TZVPD.

```
7
CH4N2, DFT wB97M-V/def2-TZVPD
C -0.9388 0.7070 -0.0394
N 0.2804 0.4115 -0.0034
N 0.7084 -0.8485 -0.0619
H -1.2095 1.6729 0.2588
H -1.6054 -0.1538 -0.1298
H 1.4964 -1.0090 0.6650
H 0.0293 -1.6936 -0.1004
```

Results
largest force on an atom: 3.5 eV Å⁻¹
HOMO: -0.330 Ha
charge: 0

These are the Mulliken partial charges, in e, on atoms 1 to 5: -0.311, -0.247, -0.384, 0.263, 0.199


No. 3
A molecular structure, C36H38AsBF4N2O2PPdS2. Source: the OMol25 dataset; level of theory: wB97M-V/def2-TZVPD.

```
88
C36H38AsBF4N2O2PPdS2, DFT wB97M-V/def2-TZVPD
Pd 0.1967 1.3110 0.6675
C 0.9542 -1.2691 2.1568
N 0.2175 -0.0002 2.1828
C -0.4517 0.3819 3.2236
C -1.0998 1.6362 3.1788
C -1.8695 2.3980 4.0595
C -2.1672 3.5820 3.3818
C -1.5591 3.4956 2.1211
N -0.9231 2.3280 2.0063
C 0.5235 -2.2703 3.1934
C -0.7419 -2.8538 3.1330
C -1.1314 -3.7950 4.0711
C -0.2560 -4.1747 5.0827
C 1.0059 -3.6058 5.1471
C 1.3902 -2.6552 4.2081
H 2.0165 -1.0442 2.2612
H 0.8381 -1.6970 1.1628
H -0.5167 -0.2659 4.0927
H -2.1674 2.1161 5.0580
H -2.7441 4.4169 3.7463
H -1.5542 4.2167 1.3187
H -1.4155 -2.5683 2.3326
H -2.1157 -4.2427 4.0092
H -0.5580 -4.9152 5.8128
H 1.6963 -3.9014 5.9272
H 2.3794 -2.2150 4.2523
C 5.5335 2.2821 0.9705
C 4.0303 2.1626 1.1400
C 3.2517 3.0466 0.1899
O 3.6758 0.7484 1.0816
P 3.3785 -0.1785 -0.1710
S 3.9546 -2.0031 0.1835
S 1.4398 0.0040 -0.8267
O 4.2670 0.5297 -1.3156
C 4.1501 0.0646 -2.6793
C 5.5055 -0.4639 -3.1008
C 3.6572 1.2213 -3.5246
H 5.8451 3.3056 1.1881
H 5.8185 2.0370 -0.0524
H 6.0500 1.6045 1.6507
H 3.7608 2.4282 2.1637
H 3.4579 2.8074 -0.8512
H 3.5289 4.0866 0.3709
H 2.1820 2.9679 0.3644
H 3.4188 -0.7485 -2.7122
H 6.2511 0.3319 -3.0408
H 5.4666 -0.8279 -4.1295
H 5.8074 -1.2798 -2.4446
H 4.3672 2.0502 -3.4748
H 2.6866 1.5653 -3.1664
H 3.5579 0.9116 -4.5670
F 0.6442 4.3897 -2.2585
B -0.1186 4.1469 -1.1350
F -0.0979 2.6750 -0.9205
F 0.4054 4.7382 0.0036
F -1.4542 4.4965 -1.3229
C -5.1436 -4.7448 -2.4914
C -5.5135 -3.5119 -1.9741
C -4.5532 -2.6506 -1.4567
C -3.2116 -3.0180 -1.4453
C -2.8509 -4.2641 -1.9526
C -3.8064 -5.1186 -2.4830
As -1.7714 -1.8905 -0.7301
C -1.3891 -0.8516 -2.3261
C -0.6013 -1.2330 -3.4007
C -0.3107 -0.3080 -4.3922
C -0.7849 0.9966 -4.2903
C -1.5693 1.3810 -3.2161
C -1.8873 0.4502 -2.2305
C -2.6858 0.7184 -1.0176
C -3.3020 1.9239 -0.7013
C -3.9992 2.0455 0.4914
C -4.0785 0.9811 1.3812
C -3.4597 -0.2232 1.0745
C -2.7802 -0.3577 -0.1265
H -5.8931 -5.4132 -2.8965
H -6.5547 -3.2129 -1.9764
H -4.8527 -1.6846 -1.0683
H -1.8116 -4.5757 -1.9304
H -3.5078 -6.0806 -2.8813
H -0.1892 -2.2339 -3.4551
H 0.3128 -0.5935 -5.2307
H -0.5190 1.7274 -5.0436
H -1.8941 2.4097 -3.1233
H -3.2077 2.7771 -1.3590
H -4.4597 2.9913 0.7465
H -4.5934 1.1029 2.3255
H -3.5000 -1.0473 1.7792
```

Results
largest force on an atom: 0.2 eV Å⁻¹
HOMO: -0.196 Ha
charge: -1

These are the Mulliken partial charges, in e, on atoms 1 to 5: 0.953, -0.326, 0.788, 0.175, -0.563